{
  "formula": "C6H9LuMgO5",
  "method": "the ωB97M-V functional and the def2-TZVPD basis",
  "orbital_gap_ev": [5.26, 5.22],
  "total_charge": 1,
  "homo_ev": [-10.6228, -10.6214],
  "multiplicity": 2,
  "lumo_ev": [-5.36, -5.40],
  "symbols": ["O", "C", "C", "O", "Mg", "H", "H", "O", "C", "C", "O", "C", "C", "O", "Lu", "H", "H", "H", "H", "H", "H", "H"],
  "xyz": [[2.3480, 1.3387, 0.3178], [2.5207, -0.0287, 0.4375], [2.1825, -0.7266, -0.8343], [1.1681, -0.1006, -1.5822], [0.6351, 1.5569, -0.5591], [3.5188, -0.3251, 0.8054], [3.0580, -0.8093, -1.4991], [-1.2232, -1.6619, -0.7832], [-0.5849, -1.7620, 0.3897], [-0.4866, -0.6923, 1.3089], [-0.7007, 0.6199, 0.8195], [-2.0523, 1.0498, 0.5494], [-1.9742, 1.9338, -0.6471], [-1.1555, 1.5163, -1.6273], [-0.7355, -0.4349, -2.2803], [-0.6633, -2.7422, 0.8898], [-0.8851, -0.8176, 2.3161], [-2.4642, 1.5712, 1.4254], [-2.6429, 0.1336, 0.3668], [-2.7700, 2.6484, -0.8760], [1.4734, -0.5237, 1.3329], [1.4339, -1.7435, -0.2706]],
  "forces_ev_per_angstrom": [[-0.47, 0.09, -0.21], [-2.66, 0.74, 2.07], [-1.91, -3.25, 1.66], [-1.91, 0.92, -1.19], [1.28, -0.02, 1.41], [-0.53, 0.00, 0.08], [-0.40, -1.02, 0.36], [0.93, 0.64, -1.47], [-1.89, 1.17, 3.86], [-1.47, -1.73, -2.28], [0.69, 0.20, -0.50], [-0.32, -0.36, 0.31], [-0.96, 0.56, 0.89], [0.50, -0.35, -0.84], [1.00, -0.55, 0.36], [0.48, 0.27, -0.54], [1.28, -0.17, 0.19], [0.07, -0.11, -0.29], [-0.04, 0.24, 0.05], [0.40, -0.20, -0.03], [3.08, 1.27, -1.73], [2.86, 1.65, -2.16]],
  "nbo_charge": [-1.026, -0.048, -0.088, -1.087, 1.812, 0.200, 0.216, -0.917, 0.079, 0.001, -0.658, -0.173, 0.086, -1.011, 2.300, 0.211, 0.230, 0.230, 0.208, 0.198, 0.081, 0.155]
}

{
  "formula": "C6H9N",
  "method": "the ωB97M-V functional and the def2-TZVPD basis",
  "orbital_gap_ev": 10.27,
  "homo_ev": -9.2514,
  "smiles": "C#CC/N=C/CC",
  "lumo_ev": 1.02,
  "symbols": ["C", "C", "C", "N", "C", "C", "C", "H", "H", "H", "H", "H", "H", "H", "H", "H"],
  "xyz": [[-4.3112, -0.4291, -0.1451], [-3.1285, -0.1051, -0.0360], [-1.8975, 0.6010, 0.1046], [-0.6048, -0.1605, -0.0050], [0.5603, 0.2929, 0.3067], [1.7269, -0.6976, 0.2444], [3.0477, -0.1585, -0.3843], [-5.3006, -0.7524, -0.4647], [-1.8838, 1.3191, -0.7454], [-1.8433, 1.2017, 0.9989], [0.6538, 1.3169, 0.5984], [1.6851, -0.7928, 1.3248], [1.2821, -1.5870, -0.1765], [2.9220, -0.1239, -1.4392], [3.9475, -0.8271, -0.1484], [3.1442, 0.9024, -0.0331]],
  "forces_ev_per_angstrom": [[2.30, 0.33, -0.38], [-3.84, -1.31, 0.01], [3.15, 1.23, -0.92], [0.11, -0.46, 0.21], [-2.61, -1.30, -2.09], [-0.82, 1.73, 0.37], [-0.22, -0.41, 1.85], [0.79, 0.22, 0.51], [0.00, -0.20, 0.42], [-0.41, 0.23, 0.52], [0.61, 0.88, 0.54], [1.37, -0.83, 0.53], [0.30, -0.31, -0.23], [-0.01, -0.01, -0.97], [-1.25, 1.22, -0.15], [0.52, -1.01, -0.20]],
  "nbo_charge": [-0.238, -0.001, -0.339, -0.423, 0.130, -0.449, -0.609, 0.244, 0.229, 0.217, 0.148, 0.218, 0.235, 0.211, 0.221, 0.207]
}

{
  "formula": "C6H9N",
  "method": "the ωB97M-V functional and the def2-TZVPD basis",
  "orbital_gap_ev": [6.94, 7.93],
  "homo_ev": [-7.4195, -7.9761],
  "lumo_ev": [-0.47, -0.05],
  "symbols": ["C", "C", "C", "H", "H", "H", "H", "H", "H", "C", "N", "C", "C", "H", "H", "H"],
  "xyz": [[-0.3380, 1.8783, -0.5820], [-0.2059, 0.3895, -0.7858], [-0.7604, -0.2439, -1.8478], [0.9550, -0.1347, -0.6386], [-0.2361, 2.4274, -1.5195], [-1.3089, 2.1087, -0.1420], [0.4221, 2.2334, 0.1164], [-0.6120, -1.3041, -2.0073], [-1.3942, 0.2733, -2.5593], [1.7810, -1.6168, 1.5409], [1.0981, -0.9848, 0.6787], [-0.2232, -0.5035, 0.7722], [-1.1747, -0.5653, 1.6252], [1.3640, -1.9183, 2.4997], [2.8043, -1.8757, 1.2951], [-2.1712, -0.1635, 1.5542]],
  "forces_ev_per_angstrom": [[-0.10, -0.07, 0.13], [2.08, -0.26, -0.14], [-0.50, -0.06, -0.29], [-2.18, 1.28, -0.38], [-0.04, -0.03, 0.02], [-0.03, 0.08, -0.04], [-0.04, 0.02, -0.05], [0.10, -0.02, -0.02], [-0.14, -0.02, -0.04], [-0.95, 0.07, 0.25], [1.50, -0.90, 0.39], [-0.15, -0.36, 0.73], [0.46, 0.28, -0.82], [0.09, 0.01, 0.10], [0.00, 0.01, -0.04], [-0.11, -0.05, 0.20]],
  "nbo_charge": [-0.629, -0.342, -0.264, 0.388, 0.215, 0.218, 0.218, 0.192, 0.183, 0.008, -0.497, 0.010, -0.250, 0.176, 0.179, 0.197]
}

{
  "formula": "C6H9N",
  "method": "the ωB97M-V functional and the def2-TZVPD basis",
  "orbital_gap_ev": 10.55,
  "homo_ev": -9.5258,
  "smiles": "C1=NCC2(C1)CC2",
  "lumo_ev": 1.03,
  "symbols": ["C", "N", "C", "C", "C", "C", "C", "H", "H", "H", "H", "H", "H", "H", "H", "H"],
  "xyz": [[-1.6332, -0.6423, -1.0301], [-1.8622, 0.6033, -0.9226], [-0.8388, 1.2244, -0.0523], [0.1692, 0.0821, 0.2084], [-0.6217, -1.1735, -0.0715], [1.2585, 0.0334, 1.1986], [1.6135, 0.2884, -0.2391], [-1.9760, -1.2303, -1.8613], [-1.1850, 1.7143, 0.8697], [-0.4539, 2.0340, -0.6930], [-0.0649, -2.0594, -0.3973], [-1.2130, -1.5648, 0.8009], [1.4137, -0.9859, 1.5346], [1.2955, 0.8141, 1.9438], [1.9372, 1.3106, -0.4623], [2.1612, -0.4483, -0.8265]],
  "forces_ev_per_angstrom": [[0.73, 0.69, -0.04], [-0.18, 0.07, -0.29], [0.21, -0.25, -0.08], [-0.01, 0.55, -0.54], [-0.27, -0.89, 0.25], [-0.13, -0.24, 0.40], [0.05, 0.10, -0.03], [-0.97, -0.22, -0.02], [-0.44, -0.36, -0.23], [0.27, -0.25, 0.41], [0.17, 0.36, -0.26], [0.61, 0.57, -0.25], [0.26, 0.22, 0.37], [0.39, 0.04, 0.04], [-0.43, -0.32, -0.04], [-0.26, -0.07, 0.31]],
  "nbo_charge": [0.112, -0.386, -0.250, -0.077, -0.476, -0.410, -0.411, 0.188, 0.202, 0.210, 0.221, 0.220, 0.212, 0.216, 0.215, 0.215]
}

no.,calculated total energy (hartree)
1,-2045.54469
2,-288.64823
3,-288.51809
4,-288.71247